[1]
This record from OMol25 describes C2H2CsF as an isolated structure. The level of theory is ωB97M-V/def2-TZVPD.

XYZ file:
```
6
Properties=species:S:1:pos:R:3:forces:R:3
C -2.789997 1.152538 -0.013846 0.065 -0.098 0.065
H -3.366258 2.086790 0.015839 0.218 -0.215 0.053
H -3.347567 0.213659 0.034391 0.165 0.268 -0.181
C -1.449304 1.104338 -0.059329 0.272 -0.468 0.304
F -0.877272 2.408643 0.011947 -0.075 -0.171 -0.186
Cs 1.238487 -1.693838 0.140235 -0.645 0.685 -0.056
```
Forces are in eV/Å.

Computed properties:
Charge: 0
Kohn-Sham gap (eV): 5.019
HOMO (eV): -6.1

[2]
This record from OMol25 describes a 2-piece molecular cluster, C8H13N2S overall at a distorted geometry. The level of theory is ωB97M-V/def2-TZVPD.

XYZ file:
```
24
Properties=species:S:1:pos:R:3:forces:R:3
C 2.365644 -0.332969 -1.064668 1.183 -0.921 0.645
C 2.920364 -0.233320 1.232513 0.112 -0.316 0.507
C 1.644057 0.622750 -0.417596 1.460 0.184 1.762
C -0.572918 -0.967216 0.734181 -0.342 -1.325 -0.111
C -1.733423 -0.343896 -0.038237 -1.587 -1.804 -0.106
C -0.511555 -0.777621 -0.677984 -0.112 3.153 -0.616
C -3.091625 -1.057203 -0.007536 2.061 -0.113 -1.047
C 0.614250 1.384568 -0.941545 -2.725 -0.737 -1.624
N 2.057100 0.716139 0.920645 -0.691 1.130 -0.397
N -0.191692 2.300089 -0.313258 -0.315 0.243 1.206
S 3.433677 -1.219021 0.007040 -1.520 1.285 -0.866
H 2.091417 -0.719247 -2.006985 0.228 -0.246 -0.918
H 3.019259 -0.508038 2.232074 0.979 -0.022 1.579
H -0.144770 -0.305407 1.389833 1.381 1.513 1.572
H -0.444321 -2.007332 1.051077 -0.848 0.241 0.192
H -1.914933 0.709638 0.075433 0.519 0.556 0.272
H -0.332091 -1.498360 -1.415515 0.311 -0.720 -1.058
H -3.749320 -0.852990 -0.798243 -0.690 0.815 -1.456
H -3.561441 -0.687846 0.852716 -0.809 -0.330 1.575
H -2.912106 -2.110300 -0.120387 -0.193 -0.667 0.818
H 0.626538 1.370653 -2.017245 -0.204 0.391 -0.257
H -0.789254 2.980955 -0.819072 0.913 -1.133 0.235
H 1.793076 1.527341 1.553394 0.348 -1.656 -1.009
H -0.615935 2.008626 0.589368 0.539 0.481 -0.898
```
Forces are in eV/Å.

Computed properties:
Charge: +1
Kohn-Sham gap (spin up / spin down) (eV): 7.035 / 6.755
HOMO (spin up / spin down) (eV): -11.1 / -10.9

ΔE to the lowest compared entry with this formula, charge and spin in eV, matching the order above: 0.038; 4.511
DFT total energy in a.u., matching the order above: -197.2826; -819.9129